Molecular formula: C54H162N27O9P9
Method: DFT, the ωB97M-V functional and the def2-TZVPD basis

Results
DFT total energy: -7382.7288 hartree
HOMO energy: -7.81 eV
ΔE to the lowest compared entry with this formula, charge and spin: 105.3 kcal per mole
gap between HOMO and LUMO: 8.24 eV
SMILES: CN(C)P(=O)(N(C)C)N(C)C.CN(C)P(=O)(N(C)C)N(C)C.CN(C)P(=O)(N(C)C)N(C)C.CN(C)P(=O)(N(C)C)N(C)C.CN(C)P(=O)(N(C)C)N(C)C.CN(C)P(=O)(N(C)C)N(C)C.CN(C)P(=O)(N(C)C)N(C)C.CN(C)P(=O)(N(C)C)N(C)C.CN(C)P(=O)(N(C)C)N(C)C
total charge: 0

Positions of all 261 atoms, in Å:
C (0.44585, -2.60913, 8.73768)
N (1.72829, -3.01311, 8.19619)
C (2.27405, -4.17494, 8.95960)
P (2.18526, -2.48352, 6.69998)
O (1.49637, -1.21530, 6.33208)
N (3.84110, -2.46962, 6.78688)
C (4.43467, -1.66530, 7.84202)
C (4.67021, -2.47406, 5.54625)
N (1.90218, -3.64761, 5.56270)
C (2.48471, -4.95512, 5.58734)
C (1.50636, -3.18451, 4.23735)
H (0.21863, -1.62999, 8.30087)
H (0.51027, -2.51219, 9.78527)
H (-0.43777, -3.25450, 8.44336)
H (1.59192, -5.01322, 8.75367)
H (2.31944, -4.03367, 10.05395)
H (3.24388, -4.52620, 8.53854)
H (4.02366, -1.93314, 8.77074)
H (5.54701, -1.76718, 7.83402)
H (4.21761, -0.59496, 7.60058)
H (4.10376, -2.71637, 4.64042)
H (5.22822, -1.55540, 5.48709)
H (5.43595, -3.26013, 5.62756)
H (1.85670, -5.69798, 5.08461)
H (3.54866, -4.93806, 5.24469)
H (2.44793, -5.33587, 6.58129)
H (2.23903, -3.39209, 3.45266)
H (1.11057, -2.14023, 4.19500)
H (0.58472, -3.58194, 3.85004)
C (1.30368, -5.12285, -3.63900)
N (0.65796, -4.98671, -2.38836)
C (-0.81796, -4.76199, -2.43378)
P (1.43028, -5.04922, -0.91601)
O (0.63774, -4.47162, 0.15509)
N (1.84909, -6.66437, -0.73670)
C (2.61647, -6.90868, 0.51598)
C (0.95219, -7.75804, -1.07440)
N (2.94898, -4.33238, -1.05953)
C (4.02911, -4.74818, -1.91900)
C (3.05393, -2.97319, -0.55655)
H (2.13777, -5.88376, -3.66737)
H (1.60946, -4.16368, -4.12645)
H (0.63289, -5.64585, -4.36671)
H (-1.03096, -4.25270, -3.33811)
H (-1.04068, -4.11708, -1.59465)
H (-1.31605, -5.68061, -2.24922)
H (1.93528, -6.86947, 1.34796)
H (3.10693, -7.88261, 0.46814)
H (3.45644, -6.23362, 0.62625)
H (0.07287, -7.32012, -1.52283)
H (1.30782, -8.40929, -1.83369)
H (0.64414, -8.41734, -0.22187)
H (4.11955, -4.14739, -2.80948)
H (4.94205, -4.82973, -1.31800)
H (3.85483, -5.74988, -2.24872)
H (2.32511, -2.82265, 0.23034)
H (2.95118, -2.29683, -1.35741)
H (4.03348, -2.86923, -0.06649)
C (-0.04288, 8.22332, -5.63732)
N (0.54435, 8.06768, -4.28182)
C (1.25518, 9.23803, -3.75496)
P (0.39575, 6.62004, -3.46887)
O (0.35610, 6.86334, -1.97161)
N (-0.86242, 5.68982, -4.03115)
C (-0.78007, 4.75993, -5.18032)
C (-2.21764, 5.77649, -3.43881)
N (1.76259, 5.79166, -4.05940)
C (2.30551, 4.60660, -3.37049)
C (2.31843, 6.20956, -5.29976)
H (-0.76944, 9.05988, -5.61843)
H (-0.67454, 7.37019, -5.89807)
H (0.75935, 8.40610, -6.36696)
H (0.52286, 10.05242, -3.51324)
H (1.99728, 9.56281, -4.48755)
H (1.71843, 8.89345, -2.82389)
H (-1.32713, 3.88557, -4.94259)
H (-1.29085, 5.18282, -6.09688)
H (0.21316, 4.51897, -5.42295)
H (-2.20569, 6.49547, -2.62691)
H (-2.94277, 6.22054, -4.19333)
H (-2.42900, 4.68979, -3.26794)
H (1.69301, 4.37588, -2.54568)
H (2.21315, 3.69905, -3.92425)
H (3.35700, 4.82475, -3.02565)
H (2.77370, 7.22509, -5.20487)
H (1.68222, 6.09502, -6.25530)
H (3.10652, 5.45761, -5.45876)
C (-1.79659, -5.26436, 1.46263)
N (-3.10891, -5.70203, 1.92457)
C (-3.04529, -7.08975, 2.31698)
P (-4.49988, -4.71699, 1.67936)
O (-5.74275, -5.37557, 2.23681)
N (-4.17319, -3.28723, 2.42390)
C (-4.30719, -3.23906, 3.87898)
C (-3.68066, -2.02744, 1.82637)
N (-4.69453, -4.47341, 0.06219)
C (-5.95956, -3.85346, -0.30284)
C (-4.19715, -5.51782, -0.79413)
H (-1.88303, -4.25085, 1.11622)
H (-1.39450, -5.89580, 0.69215)
H (-1.12361, -5.30750, 2.32254)
H (-4.05051, -7.37107, 2.73596)
H (-2.28552, -7.24031, 3.03953)
H (-2.82764, -7.82084, 1.51247)
H (-5.21889, -2.62819, 4.27080)
H (-4.30030, -4.19307, 4.37259)
H (-3.46536, -2.62645, 4.20727)
H (-3.59212, -2.17739, 0.70865)
H (-4.34401, -1.18904, 2.10614)
H (-2.65283, -1.67953, 2.21252)
H (-6.79721, -4.53898, -0.08457)
H (-6.15424, -2.99396, 0.25476)
H (-5.86976, -3.55861, -1.31648)
H (-4.48968, -6.49122, -0.40697)
H (-3.12642, -5.52145, -0.91623)
H (-4.54264, -5.43313, -1.78228)
C (-1.36660, 0.90956, 6.33120)
N (-2.82182, 0.57513, 6.20567)
C (-3.16268, -0.76238, 6.72885)
P (-3.63567, 1.23249, 4.96390)
O (-3.42322, 0.66800, 3.62017)
N (-5.20860, 1.02187, 5.43158)
C (-5.67330, 1.29017, 6.81457)
C (-6.23102, 1.03065, 4.35785)
N (-3.14586, 2.85033, 4.95124)
C (-3.49825, 3.61953, 6.14058)
C (-3.64475, 3.39340, 3.67528)
H (-0.70740, 0.24118, 5.80535)
H (-1.07082, 0.73559, 7.40299)
H (-1.31344, 1.99508, 6.03048)
H (-2.69502, -1.65612, 6.31127)
H (-4.22848, -0.83089, 6.55821)
H (-2.97176, -0.83014, 7.80707)
H (-6.50143, 0.61891, 7.12531)
H (-4.89787, 1.20112, 7.51478)
H (-6.09819, 2.26104, 6.93322)
H (-5.89488, 1.29053, 3.37240)
H (-6.80386, 0.07147, 4.29391)
H (-6.99386, 1.78159, 4.67412)
H (-4.56036, 3.80105, 6.28656)
H (-3.11941, 3.18824, 7.04688)
H (-3.12674, 4.65311, 6.18966)
H (-3.55557, 2.63362, 2.91196)
H (-3.03509, 4.23247, 3.48033)
H (-4.63532, 3.84168, 3.65167)
C (-2.62420, 1.86759, -7.15536)
N (-2.60008, 0.88295, -6.04699)
C (-1.20947, 0.42207, -5.77273)
P (-3.43678, 1.43430, -4.70362)
O (-2.70848, 2.56564, -4.04474)
N (-4.80722, 2.07618, -5.33982)
C (-5.02307, 3.40526, -5.80127)
C (-5.88417, 1.14579, -5.69508)
N (-3.75361, 0.15100, -3.74918)
C (-3.85931, -1.30880, -4.20331)
C (-4.29973, 0.30162, -2.38641)
H (-3.60851, 2.36612, -7.39858)
H (-2.35577, 1.34707, -8.07466)
H (-1.82421, 2.65260, -7.08954)
H (-1.05943, -0.41770, -5.08379)
H (-0.45609, 1.17316, -5.27846)
H (-0.72796, 0.16915, -6.66107)
H (-5.38176, 3.55581, -6.82657)
H (-5.70423, 3.90735, -5.05699)
H (-4.11399, 4.04246, -5.68756)
H (-5.97516, 0.45723, -4.89584)
H (-6.84765, 1.58089, -5.98827)
H (-5.70059, 0.48262, -6.50387)
H (-3.27421, -1.80257, -3.46993)
H (-4.90897, -1.74743, -4.05844)
H (-3.51282, -1.40612, -5.23273)
H (-4.13893, -0.65422, -1.84816)
H (-5.32343, 0.68701, -2.35826)
H (-3.68596, 1.07693, -1.84917)
C (0.79394, -1.06730, -9.21521)
N (2.28096, -1.10280, -8.92308)
C (3.16859, -0.94764, -10.10555)
P (2.75921, -1.06262, -7.30029)
O (1.67616, -1.53148, -6.47422)
N (4.15993, -1.93837, -7.28916)
C (5.08969, -1.79324, -6.19368)
C (4.39356, -3.03647, -8.21422)
N (3.33615, 0.50229, -6.85991)
C (2.88015, 1.20780, -5.64873)
C (4.52976, 0.96231, -7.49510)
H (0.74849, -1.49857, -10.20041)
H (0.37429, -0.06844, -9.30025)
H (0.28790, -1.66744, -8.45240)
H (2.73536, -0.18211, -10.78977)
H (3.30784, -1.89566, -10.61698)
H (4.12121, -0.53935, -9.71226)
H (5.09892, -0.77621, -5.77213)
H (4.82171, -2.48838, -5.38035)
H (6.10291, -1.95740, -6.52888)
H (3.60146, -3.76742, -8.30810)
H (4.51210, -2.62857, -9.18858)
H (5.30098, -3.48590, -7.99439)
H (2.71984, 2.28767, -5.91605)
H (1.93272, 0.67512, -5.40236)
H (3.59945, 1.11530, -4.77752)
H (5.05749, 0.14813, -7.99767)
H (5.23833, 1.36845, -6.69728)
H (4.22062, 1.71434, -8.29180)
C (0.99458, 4.30410, 4.27574)
N (2.01371, 3.93555, 5.30542)
C (1.58360, 4.03813, 6.66964)
P (3.56089, 4.44411, 4.94577)
O (3.64358, 5.89912, 4.86940)
N (4.47676, 3.69833, 6.12486)
C (4.58042, 2.29593, 6.32793)
C (5.30455, 4.55107, 6.93430)
N (3.85515, 3.63396, 3.45842)
C (4.71499, 4.23112, 2.48576)
C (3.22218, 2.33521, 3.20067)
H (0.10081, 3.69861, 4.48936)
H (1.36940, 4.06139, 3.27262)
H (0.64994, 5.34917, 4.30173)
H (1.99286, 3.30861, 7.33294)
H (0.46088, 3.85264, 6.64956)
H (1.85906, 4.98131, 7.12551)
H (5.40699, 1.75002, 5.78994)
H (4.51065, 2.08586, 7.45010)
H (3.64670, 1.82683, 5.89806)
H (5.06564, 4.38836, 7.97248)
H (6.35653, 4.42861, 6.72855)
H (5.13737, 5.59425, 6.67074)
H (4.80026, 5.34004, 2.55545)
H (5.75134, 3.77291, 2.50066)
H (4.31416, 3.99782, 1.47467)
H (4.02589, 1.58316, 3.06689)
H (2.51663, 2.39390, 2.46998)
H (2.73937, 2.03427, 4.13612)
C (-0.15409, 1.09939, 2.47114)
N (-0.04691, 0.28683, 1.19785)
C (0.50190, -1.06886, 1.38373)
P (0.66505, 1.04954, -0.13411)
O (2.09305, 1.31289, -0.04566)
N (0.30053, -0.03859, -1.33210)
C (-1.03562, -0.73968, -1.49472)
C (0.81013, 0.20762, -2.72346)
N (-0.15016, 2.48645, -0.29754)
C (-1.53074, 2.61345, -0.54538)
C (0.54112, 3.75221, 0.04545)
H (0.73334, 0.97564, 3.20524)
H (-1.06164, 0.73991, 2.99434)
H (-0.21591, 2.18103, 2.19202)
H (1.56311, -1.09179, 1.18486)
H (-0.01072, -1.72574, 0.70625)
H (0.17768, -1.43145, 2.35887)
H (-1.65623, -0.54692, -0.61395)
H (-1.59347, -0.37045, -2.39962)
H (-0.96484, -1.86608, -1.61501)
H (1.83512, 0.64473, -2.69273)
H (0.75278, -0.76481, -3.21912)
H (0.10098, 0.90230, -3.23837)
H (-1.71620, 2.64125, -1.62954)
H (-2.16341, 1.84149, -0.05337)
H (-1.81815, 3.58705, -0.18089)
H (0.48124, 4.49089, -0.74233)
H (1.55538, 3.54148, 0.30689)
H (0.05824, 4.20463, 0.89362)